Below is a molecular structure, C34H49Br54Cl2F2O4P2, with properties calculated with wB97M-V/def2-TZVPD.

```
! RIJCOSX wB97M-V def2-TZVPD def2/J DEFGRID3
* xyz -1 1
Br -6.96 0.22 4.56
O 1.01 -0.16 -0.40
Br 1.68 -4.56 -5.65
Br 4.73 7.63 3.94
Br -15.64 -1.21 6.84
Br -5.99 -1.70 2.20
Br 11.10 4.69 4.14
Br 4.13 -13.62 -1.59
Br -3.86 0.07 3.78
H -1.46 -3.58 -2.67
F 2.20 1.99 -2.33
Br 6.66 5.97 0.20
Br -8.19 -4.00 4.43
Br -1.89 5.69 -10.46
C -5.59 3.36 -8.40
H 3.31 -5.33 0.01
C 3.22 -0.47 0.27
H -4.30 3.00 -2.45
H -3.24 -1.89 1.07
Br 8.51 4.65 8.34
H 4.39 -6.85 4.40
C -9.70 -2.81 4.56
H 3.61 -1.01 -2.55
C -4.59 2.03 -2.84
H 1.17 -0.72 1.91
H -5.81 0.76 2.43
H -0.98 1.39 3.58
Br 7.02 3.85 5.61
H 11.58 4.22 6.53
Br -3.36 8.70 -0.46
Br -7.30 2.83 -7.69
O 0.97 -2.47 0.34
Br 4.14 7.06 7.03
C -0.91 6.54 1.57
Cl -1.62 -3.87 0.06
C 6.81 4.25 7.49
H 0.65 1.70 2.99
Br 13.60 3.21 5.50
Br -3.02 5.30 -13.43
C -0.70 0.56 1.61
Cl 4.95 -0.85 -0.19
C -2.37 10.14 -1.30
H -1.53 7.43 1.61
Br -2.60 6.16 -4.37
H 5.08 1.80 0.65
Br 2.91 -4.86 4.49
P -1.55 -1.74 -0.28
Br -2.22 -9.06 3.32
H -9.33 -1.87 4.97
H -1.13 -3.33 -4.47
C 1.68 -2.32 -0.89
H 3.50 -3.01 0.27
H 2.99 -1.21 1.05
Br -5.92 1.31 -1.63
C 3.98 -6.22 3.63
O -3.03 -1.24 0.38
Br -2.00 9.84 -3.17
Br 0.48 -9.50 0.32
Br -13.04 0.66 7.03
Br 4.22 -3.03 -4.45
C 3.88 -13.58 0.32
Br -5.70 6.92 -4.60
H -13.30 -1.64 6.14
H 4.91 0.72 2.13
Br 2.08 -13.06 0.80
C -5.67 -0.05 3.14
Br -1.88 5.15 2.50
Br 5.47 -5.45 2.67
C 4.91 5.56 -0.51
H -3.02 -8.80 0.99
C 2.88 -3.33 -0.59
Br 10.64 2.03 5.85
C 0.18 -2.11 -3.16
C -3.02 -8.12 1.83
H 2.05 -0.44 -3.11
H 4.70 6.29 -1.28
P 0.18 -1.01 0.90
H 0.15 0.03 3.62
Br 2.90 -7.35 2.49
C -4.14 6.87 -3.45
Br 3.18 -9.62 -1.38
H 0.68 -2.07 -4.15
H 1.93 -3.32 -2.79
C 3.23 1.11 -2.34
Br -5.33 2.33 -4.60
H -0.47 -1.72 2.01
Br 5.86 2.86 8.42
H -3.92 7.88 -3.18
H 1.82 -4.75 0.75
H 0.52 -3.83 -1.90
H -1.00 2.66 1.30
H 2.84 6.44 5.01
H 0.88 -10.36 -1.96
H 3.59 -3.39 -1.46
Br -4.49 5.92 -1.81
C -0.13 0.93 3.03
H 0.49 2.14 0.53
Br 5.20 -12.48 1.20
C -1.65 4.80 -12.16
Br -14.08 -0.34 4.18
C 1.08 -2.92 -2.19
C -0.55 1.82 0.72
H 3.49 -3.33 -6.80
C 2.75 -0.37 -2.25
C 3.50 -4.01 -5.95
H -4.91 2.53 -8.26
C -1.41 1.74 -0.59
C 11.71 3.62 5.63
H 2.67 1.72 0.25
Br 4.85 3.82 -1.35
Br -10.45 -2.41 2.83
H 6.21 5.15 7.56
Br -4.86 -7.65 2.18
Br -0.65 6.12 -0.30
H -1.78 0.41 1.77
Br 3.53 5.75 0.83
H 4.02 -14.59 0.68
Br -3.00 0.94 -2.89
F -0.17 -0.80 -2.84
C 4.43 1.44 1.45
Br 0.77 6.96 2.43
C 3.37 7.35 5.28
H -2.46 1.94 -0.32
Br 2.07 8.78 5.30
Br 4.63 -5.50 -6.44
Br -11.04 -3.47 5.79
C 3.03 0.93 0.93
H -1.09 2.61 -1.21
C -1.17 -2.87 -3.47
H -1.98 -2.11 -3.51
Br 0.67 -7.95 -2.47
C -13.93 -0.76 6.06
Br -5.68 3.71 -10.30
C 2.38 -4.75 -0.19
H -0.70 5.12 -12.56
C 2.17 -0.82 -0.89
Br -1.55 2.88 -11.95
Br -4.84 4.86 -7.42
H -1.25 0.81 -1.13
Br -1.98 -6.57 1.32
O 4.34 1.47 -2.46
H 4.20 2.33 2.08
C 1.25 -9.48 -1.45
H 2.39 0.92 1.83
H -2.99 11.03 -1.24
H 1.87 -5.28 -1.02
Br -0.75 10.53 -0.33
*
```

Properties
HOMO (eV): -4.044
DFT total energy (eV): -3875589.7949


Below is a molecular structure, C34H49N5O4PPd, with properties calculated with wB97M-V/def2-TZVPD.

```
! RIJCOSX wB97M-V def2-TZVPD def2/J DEFGRID3
* xyz -1 1
N -2.72 -4.43 -1.73
H -2.27 5.21 0.22
C -1.22 -0.76 4.78
H 5.67 1.35 0.86
H -1.31 5.37 1.70
H -0.97 3.35 -4.28
C -3.94 2.10 1.58
C -0.31 6.06 -0.09
H 3.09 -2.65 0.76
C 1.79 0.99 -2.15
C 5.69 -1.98 2.76
H -1.73 -6.23 -2.16
C 5.69 0.41 1.39
H 3.03 0.55 4.71
C 1.86 2.34 -1.51
H 1.49 -2.50 -3.84
H -2.03 -0.98 5.46
H -1.32 -0.61 -2.76
H 1.16 2.42 -0.67
C -4.67 -3.35 -2.66
P -1.76 2.53 0.15
H 7.61 -1.40 3.51
H -1.04 1.90 -2.23
H -5.53 2.64 0.22
H 0.70 5.93 0.29
H -1.47 -0.72 -0.99
C 1.59 -1.52 -3.37
C -2.01 -0.82 -1.93
H -4.39 -5.47 -2.36
C 1.51 -0.15 -1.39
H -5.12 -3.22 -1.67
H 0.31 -0.88 6.29
H 5.68 -2.92 3.28
C 1.88 -0.40 -4.14
Pd -0.93 0.61 0.56
H -4.36 -1.22 -2.84
H -1.20 -5.37 -0.70
C 1.97 0.84 -3.52
H -2.13 4.45 -3.53
C -2.08 -3.21 -1.53
C -1.47 -0.52 3.44
H 2.84 0.09 2.70
H -5.48 -3.43 -3.39
H -3.44 -4.79 -3.68
H 7.63 0.74 2.24
H -0.52 4.24 -2.83
H 1.12 -2.25 -1.40
O -0.78 3.80 0.51
C 2.17 -0.04 0.85
H 2.02 -0.49 -5.21
C -2.06 -5.63 -1.30
O -2.44 3.10 -1.27
O -3.02 3.07 1.09
H -3.49 -2.18 -4.03
N 1.23 -0.04 -0.02
C 4.60 -0.44 1.28
H -0.31 5.86 -1.16
H -2.61 2.01 -3.01
H -4.39 2.55 2.47
C -3.82 -4.59 -2.66
C 0.81 -0.23 3.00
C 1.40 -1.40 -2.01
N -2.65 -2.11 -2.10
C -1.85 2.59 -2.47
C -0.48 -0.21 2.48
C 1.13 -0.45 4.36
C -1.34 3.73 -3.33
H 2.86 2.56 -1.12
H 2.55 -0.59 5.96
H -2.51 -0.56 3.11
C 6.79 0.07 2.17
H 3.84 -3.67 2.01
H 3.73 0.51 -0.34
O -1.05 -3.15 -0.88
C 0.09 -0.71 5.24
H 2.63 -2.45 2.44
H 3.18 -1.18 4.43
H -3.38 1.20 1.88
H 1.62 3.13 -2.23
N 3.52 -0.08 0.45
H -4.54 1.29 -0.32
C 3.48 -2.67 1.78
C -3.80 -2.15 -2.98
H -2.79 -0.05 -1.92
C -5.00 1.76 0.55
N 1.99 -0.01 2.19
C 4.59 -1.67 1.95
C -1.26 5.13 0.63
H -5.72 1.05 0.97
C 2.54 -0.42 4.88
H -0.61 7.10 0.06
H 2.18 1.72 -4.12
C 6.77 -1.13 2.88
H -2.74 -6.24 -0.70
*
```

Properties
HOMO (eV): -2.677
DFT total energy (eV): -64466.1891